{"formula": "C3H4N2O", "method": "ωB97M-V/def2-TZVPD", "homo_ha": -0.338, "energy_ha": -301.37486, "homo_lumo_gap_ev": 9.958, "relative_energy_kcal_mol": 70.5, "mol_weight_da": 84.1, "fmax_ev_per_a": 0.62, "lumo_energy_ev": 0.7, "symbols": ["N", "C", "N", "C", "C", "O", "H", "H", "H", "H"], "xyz": [[-1.4856, -0.8236, 0.9125], [-0.4095, -0.2820, 0.2923], [0.3290, -0.7585, -0.6278], [1.1908, 0.3562, -0.9281], [1.0026, 1.4488, 0.0418], [-0.1051, 1.0241, 0.6859], [-1.5645, -1.8271, 0.8561], [-1.7910, -0.3897, 1.7694], [2.1449, 0.1308, -1.4009], [0.6883, 1.1210, -1.6013]], "lowdin_charge": [0.171, -0.494, 0.110, -0.252, 0.003, -0.014, 0.111, 0.108, 0.115, 0.141]}

=====

{"formula": "C46H59As3CdF5N3PS2", "method": "ωB97M-V/def2-TZVPD", "homo_ha": -0.360, "energy_ha": -10464.39542, "homo_lumo_gap_ev": 7.685, "relative_energy_kcal_mol": 2.0, "mol_weight_da": 1181.3, "total_charge": 1, "fmax_ev_per_a": 0.27, "lumo_energy_ev": -2.1, "symbols": ["Cd", "C", "C", "C", "C", "C", "C", "P", "C", "C", "C", "C", "C", "C", "C", "C", "C", "C", "C", "C", "H", "H", "H", "H", "H", "H", "H", "H", "H", "H", "H", "H", "H", "H", "F", "C", "C", "F", "C", "F", "C", "S", "C", "F", "C", "F", "C", "As", "C", "C", "C", "C", "C", "As", "C", "C", "C", "As", "C", "C", "H", "H", "H", "H", "H", "H", "H", "H", "H", "H", "H", "H", "H", "H", "H", "H", "H", "H", "H", "H", "H", "H", "H", "H", "H", "H", "H", "S", "C", "N", "C", "C", "C", "C", "H", "H", "H", "H", "H", "C", "C", "N", "C", "C", "N", "C", "C", "H", "H", "H", "H", "H", "H", "H", "H", "H", "H", "H", "H", "H"], "xyz": [[0.9131, -1.2374, -1.3820], [-6.0411, 1.9801, 0.8319], [-5.4225, 2.7030, -0.1802], [-4.1174, 2.4072, -0.5547], [-3.4149, 1.3801, 0.0744], [-4.0390, 0.6783, 1.1076], [-5.3435, 0.9701, 1.4826], [-1.7440, 0.8013, -0.4243], [-1.1672, 2.2250, -1.4210], [-0.9475, 3.4341, -0.7564], [-0.4475, 4.5347, -1.4344], [-0.1408, 4.4400, -2.7875], [-0.3510, 3.2418, -3.4513], [-0.8580, 2.1385, -2.7742], [-2.1621, -0.4387, -1.7104], [-3.4305, -0.5415, -2.2839], [-3.6915, -1.5023, -3.2488], [-2.6799, -2.3592, -3.6538], [-1.4164, -2.2468, -3.0888], [-1.1240, -1.2997, -2.1015], [-7.0649, 2.1964, 1.1098], [-5.9612, 3.4906, -0.6922], [-3.6519, 2.9649, -1.3574], [-3.4964, -0.1078, 1.6214], [-5.8158, 0.4071, 2.2785], [-1.1874, 3.5088, 0.3022], [-0.3056, 5.4739, -0.9117], [0.2508, 5.2970, -3.3207], [-0.1326, 3.1628, -4.5083], [-1.0264, 1.2110, -3.3087], [-4.2275, 0.1260, -1.9812], [-4.6796, -1.5766, -3.6845], [-2.8737, -3.1113, -4.4087], [-0.6398, -2.9253, -3.4329], [2.4691, 3.6081, -6.2552], [2.5615, 2.8420, -5.1697], [2.2580, 1.4930, -5.2363], [1.8868, 0.9517, -6.3960], [2.3504, 0.7135, -4.0971], [2.0591, -0.5948, -4.2065], [2.7383, 1.2289, -2.8663], [2.9028, 0.2624, -1.4176], [3.0193, 2.5908, -2.8358], [3.3556, 3.1804, -1.6706], [2.9392, 3.3920, -3.9567], [3.1950, 4.6992, -3.8703], [1.8236, -2.0289, 2.7962], [0.7284, -2.2514, 1.1967], [-1.0094, -1.8388, 1.9698], [0.4399, -4.1971, 1.0988], [1.5366, -5.1620, 0.6255], [2.8669, -4.8238, 1.3042], [1.7301, -5.1988, -0.9003], [2.2457, -3.5840, -1.8834], [2.2741, -4.3379, -3.6746], [4.1580, -3.3946, -1.5821], [1.1500, -6.5910, 1.0719], [-0.5788, -7.5235, 0.7311], [-1.3032, -6.7691, -0.9356], [-1.7781, -6.5620, 1.9587], [1.5688, -2.7866, 3.5373], [1.6094, -1.0405, 3.2009], [2.8829, -2.0852, 2.5579], [-1.2081, -2.4949, 2.8186], [-1.7721, -1.9799, 1.2040], [-1.0275, -0.7964, 2.2878], [-0.4475, -4.3045, 0.4699], [0.1422, -4.4781, 2.1128], [3.2200, -3.8278, 1.0274], [3.6387, -5.5414, 1.0189], [2.7656, -4.8530, 2.3910], [0.8035, -5.5130, -1.3818], [2.4828, -5.9563, -1.1394], [2.8491, -5.2634, -3.6926], [2.7239, -3.6127, -4.3506], [1.2561, -4.5376, -4.0050], [4.6560, -4.3636, -1.5996], [4.3491, -2.8947, -0.6356], [4.5496, -2.7613, -2.3770], [1.2263, -6.6487, 2.1638], [1.9074, -7.2817, 0.6907], [-0.7277, -7.1121, -1.7945], [-1.3690, -5.6812, -0.9439], [-2.3120, -7.1720, -1.0309], [-1.3395, -6.5412, 2.9567], [-2.7106, -7.1225, 2.0153], [-1.9988, -5.5458, 1.6369], [-1.2017, 2.8889, 3.2227], [-2.4263, 4.0467, 3.3234], [-3.6110, 3.8495, 2.6835], [-4.6584, 4.7098, 2.7174], [-4.5764, 5.8712, 3.4149], [-3.3735, 6.1421, 4.0981], [-2.3327, 5.2601, 4.0532], [-3.7058, 2.9897, 2.1529], [-5.5290, 4.3981, 2.1613], [-5.4126, 6.5520, 3.4405], [-3.2756, 7.0567, 4.6687], [-1.4121, 5.4494, 4.5842], [4.1071, 3.5182, 1.8853], [3.9032, 2.0311, 1.5176], [2.5793, 1.5784, 1.9363], [2.3807, 1.8839, 3.3484], [2.3126, 3.4125, 3.5663], [2.7645, 4.0546, 2.2837], [1.7610, 3.7828, 1.1922], [1.5566, 2.2563, 1.1373], [4.4679, 4.1130, 1.0476], [4.7700, 3.6626, 2.7378], [4.6674, 1.4217, 1.9997], [3.9803, 1.8854, 0.4420], [3.1991, 1.4447, 3.9201], [1.4469, 1.4380, 3.6926], [2.9694, 3.7646, 4.3605], [1.2918, 3.7498, 3.7452], [2.8333, 5.0588, 2.4250], [2.1813, 4.1838, 0.2704], [0.8456, 4.3119, 1.4520], [1.6235, 1.9091, 0.1084], [0.5740, 1.9902, 1.5243]], "lowdin_charge": [0.924, -0.103, -0.089, -0.092, -0.400, -0.114, -0.080, 1.059, -0.386, -0.136, -0.085, -0.076, -0.074, -0.069, -0.463, -0.088, -0.084, -0.095, -0.177, -0.330, 0.108, 0.110, 0.110, 0.092, 0.110, 0.071, 0.105, 0.110, 0.109, 0.102, 0.096, 0.104, 0.102, 0.057, 0.133, -0.158, -0.150, 0.131, -0.249, 0.037, -0.556, 0.525, -0.241, 0.057, -0.163, 0.121, -0.300, 1.045, -0.329, -0.362, -0.666, -0.077, -0.346, 1.029, -0.296, -0.313, -0.384, 1.139, -0.359, -0.353, 0.036, 0.003, 0.018, 0.036, 0.012, 0.002, 0.055, 0.072, 0.042, 0.096, 0.089, 0.040, 0.089, 0.035, 0.027, 0.019, 0.037, 0.008, 0.024, 0.068, 0.061, 0.015, 0.005, 0.020, 0.018, 0.015, 0.005, 0.647, -0.750, 0.078, -0.056, -0.052, -0.044, -0.091, 0.097, 0.118, 0.112, 0.117, 0.101, -0.057, -0.151, -0.133, -0.153, -0.080, -0.082, -0.078, -0.197, 0.133, 0.131, 0.129, 0.057, 0.128, 0.100, 0.132, 0.062, 0.186, 0.121, 0.104, 0.045, 0.040]}

=====

{"formula": "C17H20N2O5S", "method": "ωB97M-V/def2-TZVPD", "homo_ha": -0.324, "energy_ha": -1543.70038, "homo_lumo_gap_ev": 8.735, "relative_energy_kcal_mol": 31.5, "smiles": "O=C(Nc1ccccc1)c1ccc(S(=O)(=O)N(CCO)CCO)cc1", "mol_weight_da": 364.4, "fmax_ev_per_a": 1.09, "lumo_energy_ev": -0.1, "symbols": ["O", "C", "N", "C", "C", "C", "C", "C", "C", "C", "C", "C", "C", "S", "O", "O", "N", "C", "C", "O", "C", "C", "O", "C", "C", "H", "H", "H", "H", "H", "H", "H", "H", "H", "H", "H", "H", "H", "H", "H", "H", "H", "H", "H", "H"], "xyz": [[-3.1940, -1.8934, 0.2991], [-2.8845, -0.7794, -0.0643], [-3.7555, 0.2341, -0.3253], [-5.1528, 0.2411, -0.2294], [-5.8820, -0.8342, 0.2678], [-7.2608, -0.7501, 0.3406], [-7.9245, 0.3917, -0.0742], [-7.1986, 1.4630, -0.5684], [-5.8215, 1.3906, -0.6464], [-1.4499, -0.3987, -0.2864], [-0.9478, 0.8552, 0.0552], [0.3933, 1.1362, -0.1372], [1.2206, 0.1735, -0.6838], [2.9608, 0.5416, -0.8699], [3.4832, -0.3135, -1.8983], [3.1276, 1.9604, -1.0287], [3.5071, 0.1438, 0.6473], [4.1853, 1.1696, 1.4011], [5.6702, 1.3207, 1.0261], [5.8687, 1.2926, -0.3600], [3.7002, -1.2499, 0.9854], [4.8333, -1.9766, 0.2258], [4.3713, -2.6580, -0.9063], [0.7400, -1.0785, -1.0214], [-0.5967, -1.3666, -0.8097], [-3.3609, 1.0889, -0.6938], [-5.3689, -1.7246, 0.5888], [-7.8203, -1.5890, 0.7264], [-9.0006, 0.4484, -0.0142], [-7.7057, 2.3588, -0.8948], [-5.2566, 2.2283, -1.0331], [-1.5888, 1.6021, 0.5014], [0.8101, 2.0979, 0.1160], [4.0845, 0.9575, 2.4688], [3.6668, 2.1031, 1.1732], [6.0459, 2.2598, 1.4607], [6.2569, 0.4921, 1.4324], [5.2110, 1.8586, -0.7883], [3.8841, -1.2955, 2.0611], [2.7619, -1.7750, 0.7771], [5.2630, -2.7427, 0.8773], [5.6129, -1.2554, -0.0449], [4.1010, -1.9840, -1.5539], [1.4103, -1.8050, -1.4530], [-0.9995, -2.3395, -1.0462]], "lowdin_charge": [0.090, -0.419, 0.135, -0.218, -0.012, -0.077, -0.098, -0.090, -0.035, -0.122, -0.013, -0.040, -0.254, 0.712, -0.260, -0.278, -0.242, -0.178, -0.243, -0.066, -0.146, -0.242, -0.076, -0.036, 0.013, 0.134, 0.099, 0.105, 0.099, 0.103, 0.108, 0.118, 0.116, 0.129, 0.113, 0.121, 0.117, 0.064, 0.128, 0.121, 0.121, 0.112, 0.044, 0.118, 0.126]}

=====

{"formula": "C3H6FNO3", "method": "ωB97M-V/def2-TZVPD", "homo_ha": -0.374, "energy_ha": -498.09704, "homo_lumo_gap_ev": 10.244, "relative_energy_kcal_mol": 88.2, "smiles": "C=C(F)CO.O=NO", "mol_weight_da": 123.1, "fmax_ev_per_a": 3.47, "lumo_energy_ev": 0.1, "symbols": ["C", "C", "F", "C", "O", "H", "H", "H", "H", "H", "O", "N", "O", "H"], "xyz": [[-0.1660, -1.0981, -0.5911], [0.0774, 0.1688, -0.8068], [-0.9385, 0.8859, -1.3689], [1.2041, 1.0614, -0.5875], [2.2229, 0.4883, 0.2549], [0.5461, -1.7658, -0.3546], [-1.0722, -1.4966, -0.8343], [0.8201, 1.9327, -0.1112], [1.6258, 1.1725, -1.6856], [1.8420, -0.1501, 0.8632], [-1.7920, -0.7394, 2.7564], [-1.2883, -0.0424, 1.9167], [-2.3097, 0.5237, 1.1807], [-1.8879, 0.9278, 0.4790]], "lowdin_charge": [0.098, -0.382, 0.027, -0.176, -0.049, 0.047, 0.062, 0.118, 0.182, 0.077, 0.026, -0.073, 0.030, 0.014]}

=====

{"formula": "C5H8O", "method": "ωB97M-V/def2-TZVPD", "homo_ha": -0.326, "energy_ha": -270.44739, "homo_lumo_gap_ev": 9.699, "relative_energy_kcal_mol": 69.3, "smiles": "CC1(C=O)CC1", "mol_weight_da": 84.1, "fmax_ev_per_a": 2.17, "lumo_energy_ev": 0.8, "symbols": ["C", "C", "C", "O", "C", "C", "H", "H", "H", "H", "H", "H", "H", "H"], "xyz": [[1.5858, 0.3424, 0.4217], [0.2511, 0.1154, -0.2372], [-0.6239, 1.2519, -0.3912], [-0.3238, 2.2008, 0.3192], [-0.2719, -1.2052, -0.5454], [-1.2916, -0.5703, 0.3005], [2.2705, -0.4734, 0.1727], [2.0720, 1.2655, 0.0772], [1.6171, 0.4192, 1.5067], [-1.3687, 1.3770, -1.2012], [-0.5767, -1.3991, -1.5555], [0.2783, -2.0103, -0.0805], [-1.3161, -0.8063, 1.3452], [-2.3020, -0.5075, -0.1322]], "lowdin_charge": [-0.022, -0.289, -0.356, -0.021, -0.155, -0.017, 0.081, 0.095, 0.089, 0.143, 0.113, 0.121, 0.102, 0.117]}

=====

{"formula": "C5H9NS2", "method": "ωB97M-V/def2-TZVPD", "homo_ha": -0.314, "energy_ha": -1046.98128, "homo_lumo_gap_ev": 8.306, "relative_energy_kcal_mol": 42.1, "smiles": "C=CCSC(=S)CN", "mol_weight_da": 147.3, "fmax_ev_per_a": 2.09, "lumo_energy_ev": -0.2, "symbols": ["C", "C", "C", "S", "C", "S", "C", "N", "H", "H", "H", "H", "H", "H", "H", "H", "H"], "xyz": [[-2.1424, -0.9100, 1.1974], [-0.9303, -1.4687, 1.1041], [0.3527, -0.7487, 1.2975], [0.3920, 1.0464, 1.3209], [0.1589, 1.6645, -0.2999], [-0.4561, 3.1561, -0.3735], [0.4453, 0.7498, -1.4467], [1.8528, 0.8643, -1.8347], [-2.3438, 0.0219, 1.7180], [-2.9821, -1.4834, 0.8052], [-0.8208, -2.4791, 0.8033], [0.7978, -0.9896, 2.2525], [1.1043, -1.0848, 0.5560], [-0.1652, 1.1325, -2.2855], [0.1959, -0.2863, -1.2322], [2.4720, 0.6236, -1.0782], [2.0691, 0.1917, -2.5043]], "lowdin_charge": [0.007, -0.235, -0.510, 0.878, -1.133, 0.674, -0.358, 0.018, 0.060, 0.059, 0.087, 0.068, 0.079, 0.112, 0.087, 0.063, 0.042]}